(1)
Formula: C28H24N5O2PdS
Source: the OMol25 dataset
Level of theory: wB97M-V/def2-TZVPD

LUMO energy = -0.102 hartree
F_max = 0.2 eV Å⁻¹
energy = -55282.876 eV
highest occupied orbital energy = -10.534 eV
relative energy (zero: lowest compared OMol25 entry of this formula, charge and spin) = 3.1 kJ/mol
HOMO-LUMO gap = 7.8 eV

The geometry in ORCA input format:
```
! wB97M-V def2-TZVPD RIJCOSX def2/J DEFGRID3
* xyz 1 1
Pd 0.551 0.472 0.222
S 3.551 -0.244 0.958
O 4.552 0.371 1.779
O 2.778 -1.331 1.496
N -3.517 -0.535 0.543
N 0.401 2.412 0.768
N 2.502 0.879 0.412
N 0.863 -1.391 -0.568
N -1.466 0.125 0.082
C 4.917 -2.124 -0.443
C 1.453 -3.858 -1.653
C 1.702 4.447 0.928
C 5.521 -2.645 -1.575
C 0.698 -2.505 0.155
C -4.197 0.365 -2.989
C -2.263 -0.362 1.004
C -3.540 -0.137 -0.785
C 4.329 -0.868 -0.503
C 0.501 5.152 1.155
C 3.983 2.887 0.473
C 4.966 -0.665 -2.802
C -0.692 4.484 1.186
C 6.194 -2.510 -3.999
C 4.356 -0.132 -1.677
C -0.702 3.098 0.976
C -2.887 0.786 -3.280
C -1.891 0.750 -2.329
C 1.318 -1.489 -1.822
C 0.974 -3.755 -0.357
C 5.552 -1.929 -2.770
C -2.237 0.275 -1.066
C 4.074 4.284 0.641
C 1.627 -2.706 -2.399
C 1.613 3.054 0.748
C 2.764 2.253 0.537
C 2.973 5.059 0.870
C -4.551 -0.101 -1.740
H -0.882 1.080 -2.543
H 2.007 -2.734 -3.410
H 5.984 -3.624 -1.530
H 4.889 -2.689 0.480
H 0.835 -4.629 0.264
H 1.446 -0.562 -2.363
H -2.664 1.148 -4.274
H 0.539 6.224 1.302
H 5.053 4.743 0.591
H 6.976 -3.221 -3.736
H 4.884 2.313 0.325
H -4.289 -0.891 1.080
H 3.056 6.129 1.005
H -1.969 -0.594 2.015
H 5.458 -3.040 -4.607
H 1.693 -4.825 -2.074
H -5.560 -0.422 -1.520
H 3.897 0.849 -1.716
H -4.947 0.411 -3.766
H -1.631 2.545 0.968
H 6.634 -1.731 -4.621
H 4.993 -0.087 -3.718
H -1.626 4.998 1.357
H 0.373 -2.373 1.177
*
```

(2)
Formula: C28H25BN11O2S2Sn
Source: the OMol25 dataset
Level of theory: wB97M-V/def2-TZVPD

LUMO energy (spin up / spin down) = -0.331 / -0.332 hartree
F_max = 4.1 eV Å⁻¹
energy = -78089.846 eV
highest occupied orbital energy (spin up / spin down) = -12.455 / -12.350 eV
HOMO-LUMO gap (spin up / spin down) = 3.4 / 3.3 eV

The geometry in ORCA input format:
```
! wB97M-V def2-TZVPD RIJCOSX def2/J DEFGRID3
* xyz 2 2
Sn 13.014 13.290 10.137
S 17.360 13.723 10.474
S 11.106 10.764 14.145
O 13.139 12.289 12.199
O 13.171 10.832 10.508
N 9.943 13.767 9.425
N 8.958 16.224 9.204
N 11.788 14.725 11.421
N 17.900 16.186 9.427
N 10.934 15.575 10.850
N 10.948 12.843 9.482
N 11.312 15.689 8.471
N 12.596 15.051 8.531
N 17.028 15.121 7.518
N 17.252 16.191 11.515
N 7.825 15.910 9.980
C 7.732 18.131 9.388
C 12.735 16.722 7.035
C 13.711 7.858 14.579
C 8.910 17.574 8.880
C 8.984 11.722 9.319
C 16.909 15.618 12.851
C 7.093 17.078 10.105
C 8.745 13.120 9.306
C 17.986 17.497 9.897
C 11.292 16.393 12.906
C 10.623 16.604 11.712
C 13.245 11.077 11.784
C 11.966 15.164 12.729
C 13.437 15.754 7.742
C 11.415 16.577 7.428
C 18.131 15.648 8.087
C 12.786 8.843 14.874
C 10.349 11.558 9.461
C 17.503 15.358 10.422
C 12.505 9.902 13.979
C 19.608 14.921 6.373
C 14.337 7.802 13.327
C 17.571 17.455 11.151
C 14.137 8.907 12.446
C 18.500 14.372 5.706
C 17.265 14.442 6.415
C 19.391 15.633 7.543
C 13.387 9.956 12.789
B 10.210 15.310 9.500
H 16.433 13.769 6.097
H 20.645 14.790 5.967
H 16.244 16.343 13.326
H 6.150 17.044 10.606
H 7.781 13.663 9.161
H 10.974 10.679 9.455
H 18.584 13.868 4.739
H 18.483 18.226 9.298
H 10.515 16.995 6.949
H 15.038 7.006 13.056
H 17.761 15.390 13.461
H 11.429 17.089 13.699
H 13.075 17.505 6.348
H 16.346 14.656 12.723
H 8.336 10.848 9.273
H 13.937 7.082 15.369
H 14.497 15.486 7.656
H 9.995 17.413 11.443
H 12.205 8.718 15.774
H 14.753 8.854 11.496
H 7.345 19.157 9.224
H 20.243 16.303 7.903
H 17.535 18.279 11.882
H 9.702 18.119 8.416
H 12.503 14.580 13.406
*
```

(3)
Formula: C28H25BrCl3GeIN6OOs
Source: the OMol25 dataset
Level of theory: wB97M-V/def2-TZVPD

LUMO energy (spin up / spin down) = -0.388 / -0.460 hartree
F_max = 0.4 eV Å⁻¹
energy = -215099.376 eV
highest occupied orbital energy (spin up / spin down) = -16.775 / -16.567 eV
relative energy (zero: lowest compared OMol25 entry of this formula, charge and spin) = 0.0 kJ/mol
HOMO-LUMO gap (spin up / spin down) = 6.2 / 4.1 eV

The geometry in ORCA input format:
```
! wB97M-V def2-TZVPD RIJCOSX def2/J DEFGRID3
* xyz 3 2
Os -0.903 0.504 -0.802
I 0.808 0.234 -3.009
Br 3.238 -0.448 -5.345
Ge -2.279 1.742 -2.493
Cl -1.029 2.817 -3.888
Cl -3.522 3.213 -1.559
Cl -3.533 0.486 -3.686
O 1.829 -3.531 4.486
N -2.207 -1.097 -1.153
N -0.339 2.257 -0.156
N 0.128 -0.750 0.608
N -2.334 0.782 0.509
N -3.305 0.000 0.634
N 0.768 -1.567 2.830
C -4.307 -1.950 -0.319
C 2.845 3.593 -1.437
C 2.449 4.861 -1.856
C -3.066 2.299 2.321
C 2.804 -3.446 -1.886
C 2.697 -2.819 3.636
C 0.202 4.431 -1.121
C 3.755 -3.659 -2.912
C 1.130 5.273 -1.706
C -2.800 3.480 3.002
C -1.103 2.729 0.921
C -2.200 -2.075 -2.067
C -4.278 -2.958 -1.268
C -2.209 1.937 1.303
C 1.976 -2.330 -1.883
C 2.074 -1.406 -2.905
C 3.873 -2.760 -3.933
C -0.134 -2.420 3.647
C -3.205 -3.022 -2.146
C 1.918 2.725 -0.890
C 0.432 -1.138 1.666
C -1.688 4.256 2.674
C -0.834 3.893 1.646
C 3.044 -1.617 -3.954
C -3.261 -1.044 -0.288
C 0.600 3.153 -0.721
C 2.148 -1.428 3.361
C 0.566 -3.747 3.901
H 4.384 -4.539 -2.887
H -3.457 3.794 3.801
H 2.082 -0.857 4.287
H 2.211 1.747 -0.525
H -1.485 5.158 3.236
H 0.040 4.488 1.425
H -1.078 -2.550 3.121
H 3.880 3.294 -1.527
H 2.714 -4.177 -1.092
H -5.084 -3.677 -1.329
H 4.589 -2.903 -4.731
H 3.657 -2.745 4.143
H -3.919 1.682 2.566
H -1.369 -2.079 -2.760
H -5.121 -1.835 0.384
H 0.670 -4.306 2.960
H 2.838 -3.363 2.691
H -3.150 -3.792 -2.903
H 1.254 -2.188 -1.090
H -0.016 -4.344 4.600
H -0.834 4.733 -1.021
H 2.756 -0.880 2.643
H 0.825 6.254 -2.045
H -0.310 -1.898 4.587
H 3.175 5.532 -2.294
*
```

(4)
Formula: C28H25BrN4O3PdS2
Source: the OMol25 dataset
Level of theory: wB97M-V/def2-TZVPD

LUMO energy = -0.020 hartree
F_max = 0.6 eV Å⁻¹
energy = -136738.568 eV
highest occupied orbital energy = -7.865 eV
relative energy (zero: lowest compared OMol25 entry of this formula, charge and spin) = 0.0 kJ/mol
HOMO-LUMO gap = 7.3 eV

The geometry in ORCA input format:
```
! wB97M-V def2-TZVPD RIJCOSX def2/J DEFGRID3
* xyz 0 1
Pd 0.104 0.317 0.819
Br 6.720 1.369 -4.795
S 1.355 -1.147 2.094
S -1.024 -2.992 -0.122
O -1.782 -1.708 0.005
O 1.284 0.432 -0.869
O 2.363 1.800 0.535
N -1.334 1.587 0.108
N 0.690 -1.645 4.604
N -1.061 0.380 2.412
N -0.755 -0.240 3.591
C -5.007 1.678 5.422
C -3.523 2.561 3.756
C 2.415 -2.133 -2.990
C -3.671 2.762 -0.724
C 4.663 1.463 -1.204
C 3.030 1.170 -2.938
C 0.346 -0.955 3.479
C 5.675 1.482 -2.152
C 3.567 -1.805 -3.897
C -3.565 2.273 0.575
C 2.273 1.213 -0.534
C -4.452 2.766 4.766
C -2.596 2.654 -1.588
C -2.148 1.081 2.316
C -2.043 -4.053 -1.140
C -4.623 0.390 5.072
C 4.027 1.215 -3.899
C 3.339 1.298 -1.589
C -1.435 2.041 -1.132
C -3.687 0.185 4.073
C 1.122 -1.717 -3.295
C 0.293 -2.719 -1.288
C -2.372 1.694 0.968
C 5.344 1.358 -3.491
C 2.623 -2.853 -1.818
C 0.063 -1.996 -2.449
C -3.136 1.272 3.401
C 1.570 -3.150 -0.967
H 1.744 -3.675 -0.036
H -4.598 3.213 -1.051
H -5.735 1.833 6.208
H -2.273 -3.548 -2.078
H -0.560 1.889 -1.752
H 3.628 -3.162 -1.554
H 4.384 -1.345 -3.340
H -3.079 3.413 3.257
H -4.399 2.324 1.258
H 0.230 -1.361 5.453
H -0.927 -1.610 -2.657
H 3.266 -1.113 -4.682
H 2.000 1.019 -3.234
H 6.709 1.595 -1.856
H 4.890 1.577 -0.153
H -2.645 3.019 -2.603
H -5.050 -0.461 5.586
H -1.515 -4.987 -1.325
H -4.736 3.774 5.038
H 1.644 -1.951 4.686
H 0.951 -1.136 -4.194
H -3.379 -0.818 3.809
H 3.791 1.125 -4.950
H -2.954 -4.239 -0.576
H 3.958 -2.707 -4.373
*
```

(5)
Formula: C28H25BrOTi
Source: the OMol25 dataset
Level of theory: wB97M-V/def2-TZVPD

LUMO energy (spin up / spin down) = 0.104 / 0.104 hartree
F_max = 0.7 eV Å⁻¹
energy = -124647.474 eV
highest occupied orbital energy (spin up / spin down) = -2.807 / -4.966 eV
relative energy (zero: lowest compared OMol25 entry of this formula, charge and spin) = 43.1 kJ/mol
HOMO-LUMO gap (spin up / spin down) = 5.6 / 7.8 eV

The geometry in ORCA input format:
```
! wB97M-V def2-TZVPD RIJCOSX def2/J DEFGRID3
* xyz -1 2
Br 1.337 0.691 -2.089
Ti 1.430 0.605 0.599
O 2.960 0.814 1.094
C 1.341 3.010 -3.694
C 1.232 2.567 -2.412
C 0.935 2.887 0.050
C 1.614 -7.084 -0.191
C 1.032 4.813 -1.570
C 0.321 -5.084 0.165
C -2.469 -0.787 -0.726
C -1.835 -0.244 0.541
C -3.989 -0.585 -0.676
C -1.278 -1.039 1.532
C -0.068 1.516 4.083
C 1.283 4.399 -3.945
C -0.706 0.900 2.865
C 0.397 -6.463 0.055
C -0.690 -0.474 2.657
C 0.909 5.722 -0.494
C 2.756 -6.303 -0.323
C 0.832 5.244 0.783
C 1.135 5.272 -2.910
C 1.063 3.419 -1.279
C -2.145 -2.243 -1.018
C 1.348 -1.636 0.250
C -1.839 1.132 0.747
C 1.385 -2.857 0.143
C 0.842 3.854 1.033
C -1.329 1.690 1.903
C 2.684 -4.925 -0.216
C 1.463 -4.280 0.026
H -1.069 -2.420 -1.002
H 1.475 2.308 -4.506
H -4.454 -0.924 -1.605
H 0.974 1.776 3.884
H -0.588 2.428 4.376
H -0.081 0.823 4.925
H -1.218 -2.109 1.402
H -4.253 0.462 -0.523
H 0.762 5.941 1.613
H -0.219 -1.121 3.387
H 0.784 3.552 2.077
H 3.713 -6.775 -0.512
H 0.890 6.787 -0.699
H -2.235 1.788 -0.021
H -0.501 -7.059 0.165
H 1.367 4.761 -4.963
H -2.078 -0.180 -1.551
H 1.674 -8.162 -0.276
H 1.102 6.340 -3.097
H -0.630 -4.608 0.361
H -1.370 2.762 2.031
H -2.618 -2.898 -0.280
H -4.415 -1.163 0.148
H -2.537 -2.521 -1.998
H 3.574 -4.317 -0.319
*
```

(6)
Formula: C28H25Cl2N7O2Pt
Source: the OMol25 dataset
Level of theory: wB97M-V/def2-TZVPD

LUMO energy (spin up / spin down) = 0.014 / -0.053 hartree
F_max = 0.9 eV Å⁻¹
energy = -72254.921 eV
highest occupied orbital energy (spin up / spin down) = -7.137 / -6.829 eV
relative energy (zero: lowest compared OMol25 entry of this formula, charge and spin) = 79.8 kJ/mol
HOMO-LUMO gap (spin up / spin down) = 7.5 / 5.4 eV

The geometry in ORCA input format:
```
! wB97M-V def2-TZVPD RIJCOSX def2/J DEFGRID3
* xyz 0 5
Pt -1.219 -0.349 -0.830
Cl -1.669 0.193 3.814
Cl -2.822 2.634 -0.908
O -1.363 -0.343 -2.932
O -2.613 -0.124 -4.755
N 0.912 -0.709 0.119
N -0.829 -2.712 -1.050
N 0.360 -3.327 -0.900
N 0.255 1.458 -1.337
N 0.556 2.218 -0.266
N -1.671 0.446 0.895
N -3.612 -0.733 -1.371
C 2.589 -3.370 -1.787
C 4.140 -1.595 -1.430
C 1.937 -0.174 2.209
C 1.308 0.264 1.037
C -3.795 3.418 2.871
C 3.168 -0.885 -0.763
C -3.684 3.467 1.486
C 4.902 -3.619 -2.740
C -3.702 -0.930 -2.821
C -2.477 -0.401 -3.579
C -1.745 -3.646 -0.865
C 1.782 2.005 3.219
C 1.217 2.465 2.044
C 0.191 -4.641 -0.617
C -0.011 2.289 -2.331
C 2.174 0.670 3.272
C -1.157 -4.889 -0.587
C 1.607 -2.676 -1.097
C -2.348 1.406 1.477
C 1.872 -1.400 -0.557
C 1.009 1.631 0.948
C 0.525 3.531 -0.596
C -2.465 1.431 2.913
C 0.157 3.618 -1.916
C -3.173 2.397 3.586
C 1.929 2.914 4.408
C -2.974 2.499 0.810
C 3.867 -2.857 -1.962
H -4.108 -1.446 -0.850
H -2.792 -3.401 -0.932
H 0.769 4.308 0.104
H -4.586 -0.463 -3.257
H 1.013 2.918 5.003
H 1.033 -5.285 -0.439
H 4.792 -4.694 -2.596
H 2.129 3.940 4.101
H -4.146 4.267 0.925
H 4.811 -3.420 -3.810
H 5.908 -3.334 -2.435
H 2.343 -4.331 -2.221
H 0.923 3.505 1.984
H -0.322 1.889 -3.281
H -3.749 -2.000 -3.035
H -4.001 0.164 -1.104
H 2.742 2.587 5.055
H 5.122 -1.159 -1.569
H 0.025 4.514 -2.495
H 2.639 0.280 4.170
H -3.237 2.357 4.665
H 2.189 -1.224 2.279
H -1.648 -5.824 -0.387
H 3.381 0.103 -0.378
H -4.358 4.177 3.395
*
```

Question: The lowest energy belongs to which entry?
Answer: C28H25BrCl3GeIN6OOs